C5H10 | the ωB97M-V functional and the def2-TZVPD basis

Last column: natural (NBO) charge in e.
CARTESIAN COORDINATES (ANGSTROEM)
C (1.907854, -0.091764, 0.280613)  -0.700
C (0.520640, 0.073573, 0.819740)  -0.074
C (-0.462109, -0.994127, 0.353946)  -0.484
C (-1.586976, -0.085680, -0.143177)  -0.404
C (-0.702771, 1.063581, -0.610628)  -0.470
H (2.527570, 0.805235, 0.378227)  0.219
H (2.349586, -0.849697, 0.946892)  0.247
H (1.993876, -0.493306, -0.744540)  0.179
H (-0.011416, 1.202593, 0.435562)  0.247
H (-0.079251, -1.592268, -0.492089)  0.168
H (-0.732751, -1.687123, 1.159231)  0.220
H (-2.210034, 0.244542, 0.694506)  0.209
H (-2.239599, -0.512590, -0.910187)  0.211
H (-1.143803, 2.065485, -0.651956)  0.224
H (-0.130816, 0.851552, -1.516142)  0.207

Force components x, y, z for each atom (eV/Å):
C 0.05 0.06 0.02
C 0.07 -0.18 -0.15
C -0.04 -0.09 0.05
C -0.07 -0.02 0.03
C -0.06 -0.01 -0.20
H -0.12 -0.11 0.00
H -0.05 0.09 -0.08
H -0.09 0.08 0.12
H 0.03 0.08 0.04
H 0.00 0.10 0.10
H 0.02 0.09 -0.12
H 0.10 -0.03 -0.11
H 0.09 0.07 0.11
H 0.11 -0.13 0.03
H -0.03 -0.01 0.16

The calculation puts the total energy at -5343.01625 eV. The value obtained for the LUMO energy is 1.056 eV. Its net charge is 0. Its HOMO energy is -7.62 eV. The value obtained for the energy above the lowest of the compared OMol25 structures with the same formula, charge and spin is 98.00 kcal/mol.

C25H44N3O4SSiV | the ωB97M-V functional and the def2-TZVPD basis

Last column: Löwdin spin population.
CARTESIAN COORDINATES (ANGSTROEM)
V (-0.643876, -0.132782, -0.517768)  1.037
C (-0.697229, 1.632112, 2.971625)  0.000
C (-0.627955, 0.158318, 2.600867)  0.003
C (0.017789, -0.661975, 3.706860)  0.000
C (-2.014685, -0.385995, 2.272992)  0.003
O (0.152087, 0.021822, 1.375133)  0.008
Si (1.808634, 0.036893, 1.056173)  0.005
S (1.616784, 0.045775, -1.051428)  0.006
O (2.354100, 1.372148, 1.777544)  0.001
C (3.712560, 1.843121, 1.990522)  0.000
C (4.196490, 1.281807, 3.322391)  0.000
C (3.618876, 3.359495, 2.032141)  0.000
C (4.618900, 1.392943, 0.848883)  -0.001
O (2.574233, -1.244752, 1.687135)  0.002
C (2.700754, -2.646193, 1.357754)  0.000
C (3.766244, -2.799813, 0.282312)  0.000
C (3.130687, -3.323607, 2.648704)  0.000
C (1.369597, -3.225179, 0.880401)  0.000
H (-1.289327, 1.765465, 3.877911)  0.000
H (-1.157786, 2.200426, 2.162017)  0.000
H (0.306630, 2.024083, 3.134054)  0.000
H (-0.558322, -0.560778, 4.626724)  0.000
H (1.039258, -0.323122, 3.894095)  0.000
H (0.050611, -1.717362, 3.431613)  0.000
H (-2.641847, -0.403738, 3.163589)  0.000
H (-1.935838, -1.410957, 1.896865)  0.003
H (-2.511232, 0.246952, 1.528616)  -0.001
H (3.590244, 1.671714, 4.142825)  0.000
H (5.239423, 1.555431, 3.495626)  0.000
H (4.115607, 0.193313, 3.310896)  0.000
H (2.951011, 3.675263, 2.835788)  0.000
H (3.226923, 3.733608, 1.084166)  0.000
H (4.604651, 3.796239, 2.202012)  0.000
H (4.773694, 0.310806, 0.880659)  0.000
H (5.590377, 1.882052, 0.931354)  0.000
H (4.177397, 1.654620, -0.115098)  -0.001
H (4.715881, -2.384123, 0.624831)  0.000
H (3.462186, -2.281235, -0.627925)  0.000
H (3.914398, -3.857624, 0.053811)  0.000
H (4.054162, -2.873462, 3.016670)  0.000
H (3.302281, -4.388638, 2.481986)  0.000
H (2.361432, -3.204648, 3.414955)  0.000
H (1.081123, -2.775049, -0.070564)  0.000
H (0.590023, -3.045048, 1.626123)  0.000
H (1.467303, -4.303695, 0.736763)  0.000
C (-1.974912, -3.959597, -1.047180)  0.001
N (-2.530402, -3.215594, -2.174367)  0.004
C (-3.330106, -4.002819, -3.119564)  0.001
C (-3.328374, -3.358378, -4.487527)  0.000
C (-3.635805, -1.885286, -4.320922)  0.000
N (-2.617358, -1.280500, -3.465339)  0.002
C (-2.183350, 0.075943, -3.780853)  0.001
C (-2.112333, -1.964435, -2.427541)  0.009
O (-1.241370, -1.430689, -1.657243)  0.029
H (-1.146331, -4.594102, -1.365799)  0.000
H (-2.758519, -4.585423, -0.623373)  0.000
H (-1.614045, -3.283404, -0.283237)  0.001
H (-4.348033, -4.095985, -2.734657)  0.000
H (-2.901926, -5.003090, -3.170391)  0.000
H (-4.058643, -3.840880, -5.135022)  0.000
H (-2.340121, -3.463671, -4.940031)  0.000
H (-4.629556, -1.742117, -3.886756)  0.000
H (-3.612912, -1.375459, -5.281501)  0.000
H (-1.956800, 0.141859, -4.843946)  0.000
H (-1.286576, 0.326427, -3.229691)  0.000
H (-2.966105, 0.798958, -3.542784)  0.000
N (-1.074018, 1.639622, -0.610064)  -0.028
C (-1.455255, 2.688453, -0.933508)  -0.060
C (-1.920902, 3.970603, -1.328415)  -0.010
C (-1.021818, 4.922992, -1.821951)  -0.006
C (-1.494870, 6.152400, -2.240019)  0.000
C (-2.851560, 6.443931, -2.168474)  -0.004
C (-3.743485, 5.502715, -1.668673)  0.000
C (-3.286819, 4.268579, -1.246493)  -0.006
H (0.032855, 4.684571, -1.866302)  -0.001
H (-0.801852, 6.889008, -2.624862)  0.000
H (-3.212331, 7.408062, -2.501805)  0.000
H (-4.799063, 5.732566, -1.605817)  0.000
H (-3.971531, 3.530128, -0.848528)  0.000

Force components x, y, z for each atom (eV/Å):
V 2.16 -0.77 1.93
C 0.12 0.01 -0.14
C -0.15 0.04 0.33
C 0.13 -0.01 -0.13
C 0.16 -0.05 -0.12
O -0.53 -0.32 0.40
Si 0.29 -0.20 -1.03
S 0.59 -0.09 0.34
O 0.12 0.10 0.15
C 0.05 -0.02 0.05
C -0.07 -0.03 -0.06
C -0.06 -0.01 -0.04
C -0.14 -0.06 0.00
O -0.10 -0.03 0.14
C 0.02 -0.01 0.01
C -0.02 0.03 -0.02
C 0.03 0.03 0.06
C 0.04 0.12 0.05
H 0.01 -0.02 -0.02
H -0.02 0.02 0.03
H -0.03 0.00 0.04
H 0.01 0.02 -0.01
H -0.05 -0.01 0.02
H 0.02 0.01 0.03
H -0.01 0.04 -0.01
H -0.03 0.02 0.03
H 0.01 -0.02 -0.02
H 0.03 -0.02 -0.02
H -0.05 0.01 0.01
H 0.05 0.03 0.02
H 0.02 0.00 -0.03
H 0.03 0.01 0.04
H -0.04 -0.01 0.01
H 0.00 0.05 -0.02
H -0.01 -0.04 0.01
H 0.04 0.02 0.03
H -0.04 -0.02 0.00
H 0.02 -0.01 0.00
H 0.01 0.04 0.00
H -0.02 -0.03 -0.01
H -0.01 0.03 0.02
H 0.03 -0.02 -0.02
H -0.05 0.02 -0.04
H 0.01 -0.03 -0.05
H 0.00 0.05 0.01
C -0.05 0.01 -0.02
N 0.26 -0.02 -0.04
C -0.03 0.04 -0.01
C 0.07 0.02 0.08
C 0.01 -0.04 -0.06
N 0.15 0.05 0.03
C -0.12 -0.06 -0.01
C -0.09 -0.07 0.17
O -1.36 -1.48 -1.64
H 0.00 -0.01 -0.04
H -0.02 -0.01 -0.02
H 0.00 0.08 0.06
H -0.02 -0.01 0.03
H 0.04 -0.03 0.05
H 0.00 0.01 0.02
H -0.04 -0.03 -0.08
H -0.01 0.03 0.00
H 0.02 0.07 0.01
H -0.02 -0.02 -0.02
H 0.12 0.02 0.06
H 0.00 -0.01 0.01
N -1.57 2.34 -0.70
C 0.15 0.11 0.23
C -0.11 0.33 -0.12
C 0.01 -0.16 0.03
C 0.03 0.11 0.02
C 0.03 -0.07 0.01
C -0.07 0.04 -0.05
C 0.09 -0.11 0.06
H -0.02 0.01 -0.05
H -0.02 -0.01 0.02
H -0.01 -0.02 0.01
H 0.03 0.00 0.00
H 0.00 0.03 -0.01

The calculation puts the total energy at -83700.83133 eV. The spin multiplicity is 2. The value obtained for the LUMO energy (alpha / beta) is -2.553 / -2.585 eV. Its net charge is +1. Its HOMO energy (alpha / beta) is -9.43 / -8.54 eV.

CH7N2O2P | the ωB97M-V functional and the def2-TZVPD basis

Last column: natural (NBO) charge in e.
CARTESIAN COORDINATES (ANGSTROEM)
C (3.431022, -0.709598, 0.415870)  -0.016
N (-2.843466, 1.094857, 0.047586)  -1.183
N (2.487369, -0.036487, -0.057801)  -0.633
O (-0.611609, 0.331276, -0.727844)  -1.022
O (-2.460054, -1.360755, -0.297166)  -1.001
P (-1.689208, -0.125664, 0.423014)  1.422
H (4.420241, -0.329775, 0.690157)  0.151
H (3.269925, -1.773443, 0.540169)  0.165
H (-2.467565, 2.021852, 0.200847)  0.383
H (-3.665280, 0.979558, 0.632912)  0.379
H (2.674309, 0.960140, -0.178350)  0.344
H (-2.835659, -1.097442, -1.142555)  0.491
H (0.289977, 0.045481, -0.546843)  0.520

Force components x, y, z for each atom (eV/Å):
C 0.47 -0.23 0.05
N 0.09 -0.10 0.04
N -0.91 0.52 -0.34
O -0.53 0.33 0.05
O -0.03 -0.27 0.37
P 0.39 -0.12 -0.23
H -0.13 0.12 -0.03
H 0.04 -0.20 0.12
H -0.01 0.10 -0.05
H 0.02 0.07 -0.05
H 0.31 -0.15 0.15
H -0.13 0.12 -0.32
H 0.41 -0.19 0.24

The calculation puts the total energy at -17515.52203 eV. The value obtained for the LUMO energy is 1.020 eV. Its net charge is 0. Its HOMO energy is -8.59 eV. Its structure (SMILES) is NP(O)O.C=N. The value obtained for the energy above the lowest of the compared OMol25 structures with the same formula, charge and spin is 14.41 kcal/mol.